Density functional theory data (the ωB97M-V functional and the def2-TZVPD basis) for a 2-piece molecular cluster, C5H9FN3 overall in a non-equilibrium geometry.

The total energy is -459.66541 hartree. The LUMO energy is -6.39 eV. For the energy above the lowest of the compared OMol25 structures with the same formula, charge and spin, the calculation gives 74.6 kcal per mole. As for the frontier orbital gap: 8.3 eV. The calculation puts the HOMO energy at -14.7061 eV. Its charge is +1.

Element x y z (Å)
C 0.15462 -2.08032 0.19792
C 1.12323 -1.23704 0.56475
C -1.27623 0.00160 -0.04648
C -1.22203 -1.52875 -0.29214
C 0.05357 2.07638 -0.25159
N -2.34847 0.54971 0.26107
N -0.05797 0.69592 -0.04520
N 0.99246 0.10199 0.33949
F 2.85085 0.91798 -0.57079
H 0.35224 -3.21600 0.25624
H 2.17803 -1.54979 0.93181
H -1.32290 -1.79961 -1.31864
H -2.10353 -2.01793 0.19335
H -0.32678 2.51321 0.63959
H 1.11462 2.39470 -0.17736
H -0.57744 2.40959 -1.12894
H -2.59598 1.47745 0.30761
H 3.01172 0.29090 0.13929

***

Density functional theory data (the ωB97M-V functional and the def2-TZVPD basis) for a 2-piece molecular cluster, C5H9FNO overall in a non-equilibrium geometry.

The total energy is -425.41008 hartree. The LUMO energy is -4.69 eV. For the energy above the lowest of the compared OMol25 structures with the same formula, charge and spin, the calculation gives 38.1 kcal per mole. As for the frontier orbital gap: 9.6 eV. The calculation puts the HOMO energy at -14.3238 eV. Its charge is +1.

Element x y z (Å)
C -2.28728 -0.19794 0.12349
C 0.80095 0.51146 1.11029
C 0.29870 1.29513 -0.11256
C 1.32898 -0.71446 0.37087
C -0.35778 0.31001 -0.93119
N 0.26725 -0.99781 -0.72682
O -2.57446 -1.20957 0.63596
F -3.16032 0.73801 -0.29478
H 1.63466 0.95793 1.60806
H -0.05247 0.14865 1.78445
H -0.39827 2.10287 0.03245
H 1.04757 1.74447 -0.70305
H 2.35158 -0.54375 -0.01387
H 1.57305 -1.69011 0.72621
H -0.82862 0.45358 -1.85986
H 0.80470 -1.43795 -1.40994
H -0.44823 -1.47053 -0.33972

***

Density functional theory data (the ωB97M-V functional and the def2-TZVPD basis) for an isolated ion of composition C5H9FNO2 and charge +1 in a non-equilibrium geometry.

The total energy is -500.74806 hartree. As for the SMILES: [NH3+][C@@H](/C=C/C(=O)O)CF. The LUMO energy is -4.13 eV. For the energy above the lowest of the compared OMol25 structures with the same formula, charge and spin, the calculation gives 2.1 kcal per mole. As for the frontier orbital gap: 9.9 eV. The calculation puts the HOMO energy at -14.0460 eV. Its charge is +1.

Element x y z (Å)
O 3.12868 -1.03669 1.89632
F -2.72719 0.53773 -0.07034
O 1.81735 0.65179 2.61080
C 2.13584 -0.33841 1.78121
C 1.30497 -0.60106 0.61215
C 0.11255 0.07415 0.34166
C -2.12327 -0.57750 -0.54883
C -0.63661 -0.23194 -0.89482
N -0.51985 0.99312 -1.72601
H 2.48503 0.58609 3.29512
H 1.73893 -1.31908 -0.08395
H -0.24668 0.73545 1.13159
H -2.19792 -1.36388 0.21723
H -2.65194 -0.94477 -1.43800
H -0.14488 -1.05268 -1.44598
H 0.33481 1.49949 -1.44362
H -1.33245 1.59881 -1.52952
H -0.47738 0.78936 -2.70500